[1]
Formula: C17H8Cl5CsN2S2
Source: the OMol25 dataset
Level of theory: ωB97M-V/def2-TZVPD

Structure (XYZ):
```
35
Properties=species:S:1:pos:R:3:forces:R:3:nbo_charge:R:1
Cs 0.17016 -0.45706 -0.81594 0.255 0.404 0.112 0.922
Cl 6.34841 0.93817 0.96236 0.013 -0.001 0.031 -0.008
Cl 2.23771 2.00591 -3.59672 -0.254 0.051 -0.329 -0.047
Cl 3.27886 0.83162 1.54734 -0.129 -0.141 0.438 -0.055
Cl 5.29973 2.24155 -4.17316 0.007 -0.011 -0.030 -0.007
Cl 7.35411 1.63922 -1.90564 0.038 0.018 0.002 0.002
S -2.30455 -1.78216 -2.33303 -0.409 0.089 -0.370 -0.480
S -1.13697 -3.26895 -0.01174 -0.040 -0.388 0.389 -0.484
N -2.91092 -4.65346 -4.67893 -0.030 -0.014 0.078 -0.467
N -1.38384 -6.77615 -1.32465 0.003 0.046 -0.035 -0.467
C -1.98956 -4.47021 -2.28655 0.103 0.297 0.214 -0.550
C 3.37298 1.70267 -2.29606 0.065 -0.089 0.496 -0.091
C -1.37066 1.88984 2.67007 -0.004 0.000 -0.018 -0.230
C 2.84994 1.38837 -1.04992 0.630 0.154 -0.084 -0.357
C -3.02402 -0.00758 2.90414 0.014 0.004 -0.066 -0.640
C -2.51051 2.67481 0.27472 -0.015 -0.004 -0.014 -0.216
C -1.63681 -5.71997 -1.72639 0.038 -0.293 0.140 0.354
C 3.82258 1.18087 -0.08328 -0.149 0.147 -0.524 -0.092
C -1.40928 3.36178 0.76938 0.018 0.041 -0.015 -0.236
C -1.81854 -3.25097 -1.58878 -0.115 -0.129 -0.058 -0.203
C 4.73080 1.80443 -2.59027 -0.025 0.015 -0.015 -0.105
C -2.51087 -4.53288 -3.59892 -0.066 0.012 -0.344 0.354
C 5.19620 1.24131 -0.30346 0.017 -0.004 0.017 -0.106
C -3.03535 1.60149 0.97663 -0.015 -0.007 -0.016 -0.170
C 5.65608 1.55698 -1.57934 -0.067 -0.010 0.009 -0.108
C -2.46978 1.19101 2.18220 0.019 -0.077 0.016 -0.019
C -0.84182 2.96701 1.97062 0.038 0.014 -0.002 -0.206
H -2.94843 2.95990 -0.67378 0.001 0.003 0.002 0.210
H -0.90898 1.57532 3.59929 0.003 -0.020 -0.009 0.204
H -4.03516 0.19012 3.26765 0.000 -0.019 0.008 0.205
H 0.03108 3.48154 2.35285 0.000 -0.010 -0.007 0.210
H -2.39860 -0.27813 3.75445 -0.012 -0.002 0.011 0.207
H -3.88122 1.05529 0.57584 0.043 -0.035 -0.041 0.212
H -3.06993 -0.86492 2.22986 0.012 -0.024 0.021 0.255
H -0.98608 4.18783 0.21220 0.017 -0.019 -0.007 0.210
```
Positions in Å, forces in eV/Å.

Output
E_HOMO (eV): -1.50
Total charge: -2
Energy relative to the best compared isomer or geometry (same formula, charge and spin) (eV): 0.016
Frontier orbital gap (eV): 5.114
DFT total energy (Ha): -3879.675123



[2]
Formula: C4H4N2O
Source: the OMol25 dataset
Level of theory: ωB97M-V/def2-TZVPD

Structure (XYZ):
```
11
Properties=species:S:1:pos:R:3:forces:R:3:nbo_charge:R:1
O -2.24897 1.41799 -0.19351 1.364 -0.448 -0.491 -0.532
N 1.68371 0.52197 0.64083 0.781 -0.688 1.646 -0.420
N -0.31210 0.14727 -0.19298 1.181 0.651 -0.135 -0.439
C -1.62612 0.42698 -0.53001 -1.623 0.720 1.027 0.546
C 1.41665 -0.86437 0.71563 0.415 0.288 -2.887 -0.091
C 0.31153 -1.14298 -0.01583 -2.313 3.165 0.487 -0.066
C 0.63713 1.10235 0.20881 -0.947 -2.237 -0.283 0.217
H -2.20566 -0.35310 -1.01564 0.426 -0.690 -0.416 0.130
H -0.37269 -1.82164 -0.45547 0.384 -1.758 0.281 0.227
H 0.50473 2.12690 0.07367 -0.342 1.401 -0.140 0.213
H 2.21177 -1.56137 0.76450 0.673 -0.404 0.911 0.215
```
Positions in Å, forces in eV/Å.

Output
E_HOMO (eV): -9.89
Energy relative to the best compared isomer or geometry (same formula, charge and spin) (eV): 1.242
Frontier orbital gap (eV): 10.338
SMILES: O=Cn1ccnc1
DFT total energy (Ha): -339.536020



[3]
Formula: C17H20N2O4
Source: the OMol25 dataset
Level of theory: ωB97M-V/def2-TZVPD

Structure (XYZ):
```
43
Properties=species:S:1:pos:R:3:forces:R:3:nbo_charge:R:1
O 4.31176 1.60948 -1.24953 -0.278 -0.079 0.400 -0.510
O -3.09484 -2.47843 2.61125 -0.277 -0.553 0.221 -0.265
O -3.62175 -0.91298 -1.50368 -0.141 -0.287 0.099 -0.625
O 3.67561 1.10177 1.53733 -0.331 0.050 -0.107 -0.498
N -2.68181 -1.43403 1.85970 0.291 0.861 -0.422 -0.128
N -1.90233 0.16422 -0.52462 0.087 0.022 -0.157 -0.412
C 0.42066 0.70868 0.01221 0.102 -0.056 -0.199 -0.055
C 2.78016 1.06915 0.50874 -0.176 -0.076 0.096 0.265
C -1.77400 1.04873 -1.66405 -0.067 0.040 -0.550 -0.222
C 1.48083 0.77801 0.90385 0.230 0.082 -0.193 -0.227
C -3.72135 -3.37690 1.83049 -0.104 0.137 -1.015 0.324
C -3.72505 -2.91661 0.54599 0.101 -0.083 0.651 -0.326
C -0.95946 0.40236 0.54868 0.119 0.113 0.646 -0.075
C 5.05905 1.23438 1.30421 0.481 0.037 0.058 -0.238
C 3.03077 1.30173 -0.85699 0.135 0.011 -0.049 0.235
C -2.87134 -0.77218 -0.54775 0.100 0.351 -0.238 0.653
C -3.04262 -1.67305 0.62129 -0.327 -0.767 0.732 0.046
C 0.67455 0.91843 -1.33543 0.013 -0.009 0.060 0.051
C -0.43201 0.80840 -2.34492 -0.186 -0.016 0.130 -0.440
C 4.56812 1.81798 -2.61471 0.042 0.035 -0.199 -0.249
C -4.25691 -4.60881 2.45661 0.136 0.193 0.181 -0.659
C 1.96941 1.21107 -1.74483 0.122 0.009 0.055 -0.297
C -1.46485 1.53568 1.45343 0.012 -0.243 -0.103 -0.605
H 4.34242 0.92742 -3.21042 -0.011 0.042 0.015 0.176
H -2.60431 0.84124 -2.34105 0.133 0.121 0.146 0.252
H 1.32198 0.59630 1.95514 0.003 -0.019 0.186 0.222
H -0.77094 1.69544 2.27194 0.067 0.072 0.129 0.215
H -4.13929 -3.36274 -0.33186 -0.129 -0.129 -0.166 0.250
H -0.90243 -0.50144 1.16142 0.089 0.228 -0.212 0.251
H 5.63436 2.03147 -2.67908 -0.077 -0.007 -0.063 0.199
H -1.83684 2.08625 -1.32196 -0.017 -0.026 -0.017 0.193
H -0.42650 -0.19502 -2.78196 -0.070 0.037 -0.070 0.216
H 5.52040 1.14902 2.28826 -0.004 0.000 -0.076 0.187
H -0.28785 1.52579 -3.15460 -0.002 -0.002 -0.018 0.214
H -1.55918 2.46406 0.89564 0.019 0.116 -0.051 0.202
H 5.43791 0.44122 0.65595 -0.010 0.058 0.047 0.179
H -4.72668 -5.23060 1.70100 -0.015 -0.025 -0.015 0.235
H 2.13672 1.37455 -2.79778 0.077 0.040 -0.115 0.213
H 4.00592 2.67187 -3.00679 0.006 -0.047 0.002 0.176
H -4.98922 -4.35207 3.22049 -0.066 -0.048 0.029 0.236
H 5.30712 2.20461 0.86924 0.001 -0.103 0.051 0.183
H -3.45332 -5.16533 2.93653 0.003 -0.086 0.013 0.235
H -2.43286 1.26083 1.86259 -0.078 0.005 0.084 0.224
```
Positions in Å, forces in eV/Å.

Output
E_HOMO (eV): -7.92
Energy relative to the best compared isomer or geometry (same formula, charge and spin) (eV): 3.690
Frontier orbital gap (eV): 8.700
SMILES: COc1cc2c(cc1OC)[C@@H](C)N(C(=O)c1cc(C)on1)CC2
DFT total energy (Ha): -1070.223082



[4]
Formula: CH5O2PS
Source: the OMol25 dataset
Level of theory: ωB97M-V/def2-TZVPD

Structure (XYZ):
```
10
Properties=species:S:1:pos:R:3:forces:R:3:nbo_charge:R:1
S -1.26136 -1.00617 -2.01036 1.307 0.312 0.982 -0.603
P 0.84491 0.18829 -0.85681 -1.927 -2.232 -0.936 1.465
O 0.31175 0.38417 0.65247 -1.188 1.278 -0.947 -0.854
O 0.43643 1.59626 -1.45884 0.490 0.282 -0.160 -0.987
C 0.19118 -0.56614 1.68411 2.371 -2.434 -1.142 -0.241
H 0.36989 2.18775 -0.71590 -0.385 1.044 0.460 0.505
H 0.83578 -0.15872 2.43899 0.194 -0.390 0.772 0.193
H -0.76478 -0.84466 2.08805 -0.878 0.747 -0.406 0.207
H 0.61274 -1.54645 1.24615 -0.367 1.179 1.129 0.177
H -1.57655 -0.23433 -3.06785 0.383 0.213 0.248 0.137
```
Positions in Å, forces in eV/Å.

Output
E_HOMO (eV): -8.37
Energy relative to the best compared isomer or geometry (same formula, charge and spin) (eV): 1.716
Frontier orbital gap (eV): 8.313
DFT total energy (Ha): -931.101980